1.
Here is a molecular structure, C63H51BaN3P4Se2Si from the Open Molecules 2025 dataset. Energies are from ωB97M-V with the def2-TZVPD basis set.

Calculated values
- ΔE to the lowest compared entry with this formula, charge and spin: 0.0 kcal per mole
- HOMO energy: -6.3 eV

ORCA input file:
```
! wB97M-V def2-TZVPD RIJCOSX def2/J DEFGRID3
* xyz 0 1
Ba -0.0369 -2.1470 -0.4703
C 2.2670 -4.9980 -2.5764
Si 1.6557 -3.1910 -2.8827
C 3.3163 -2.4075 -3.4054
C 3.9761 -2.6753 -4.6083
C 5.2181 -2.1341 -4.8966
C 5.8499 -1.3111 -3.9705
C 5.2214 -1.0235 -2.7700
C 3.9575 -1.5524 -2.4889
P 3.1142 -1.0769 -0.9231
C 3.6069 0.6792 -0.7766
C 2.8003 1.6068 -1.4339
C 3.0880 2.9626 -1.3744
C 4.1847 3.4082 -0.6486
C 4.9999 2.4921 0.0042
C 4.7155 1.1341 -0.0618
C 4.0676 -1.9329 0.3756
C 3.8961 -1.5453 1.7078
C 4.5120 -2.2475 2.7312
C 5.2917 -3.3617 2.4424
C 5.4524 -3.7644 1.1259
C 4.8458 -3.0541 0.0960
C 0.5947 -3.4215 -4.4781
C 0.7432 -4.4982 -5.3553
C -0.0940 -4.6886 -6.4455
C -1.1220 -3.7915 -6.6905
C -1.3068 -2.7109 -5.8374
C -0.4641 -2.5240 -4.7400
P -0.7488 -1.1417 -3.5582
C 0.3574 0.1758 -4.1981
C 0.0932 1.5174 -3.9091
C 0.9747 2.5137 -4.3024
C 2.1442 2.1863 -4.9764
C 2.4102 0.8591 -5.2787
C 1.5154 -0.1363 -4.9066
C -2.4090 -0.5114 -4.0020
C -2.6654 0.2861 -5.1193
C -3.9528 0.7195 -5.3971
C -5.0045 0.3611 -4.5627
C -4.7642 -0.4260 -3.4476
C -3.4720 -0.8508 -3.1688
H 1.4371 -5.7008 -2.4325
H 2.8791 -5.0324 -1.6668
H 2.8953 -5.3904 -3.3865
H 3.4953 -3.3250 -5.3369
H 5.7035 -2.3550 -5.8417
H 6.8249 -0.8881 -4.1872
H 5.7087 -0.3668 -2.0589
H 1.9413 1.2666 -2.0003
H 2.4436 3.6669 -1.8910
H 4.4079 4.4682 -0.5939
H 5.8633 2.8337 0.5642
H 5.3554 0.4276 0.4549
H 3.2780 -0.6843 1.9449
H 4.3770 -1.9283 3.7575
H 5.7675 -3.9140 3.2431
H 6.0548 -4.6340 0.8915
H 4.9849 -3.3721 -0.9309
H 1.5365 -5.2203 -5.1739
H 0.0501 -5.5424 -7.1005
H -1.7868 -3.9316 -7.5362
H -2.1213 -2.0260 -6.0293
H -0.8138 1.7930 -3.3848
H 0.7461 3.5490 -4.0740
H 2.8407 2.9636 -5.2680
H 3.3176 0.5848 -5.8063
H 1.7315 -1.1624 -5.1692
H -1.8490 0.5705 -5.7719
H -4.1368 1.3387 -6.2670
H -6.0095 0.7012 -4.7809
H -5.5776 -0.7026 -2.7862
H -3.2884 -1.4489 -2.2822
Se -5.4844 -0.8397 3.6331
P -3.5413 -0.3759 4.3094
C -3.4313 1.3159 4.9743
C -2.6367 1.6054 6.0835
C -2.6413 2.8778 6.6363
C -3.4396 3.8742 6.0894
C -4.2481 3.5859 4.9975
C -4.2532 2.3109 4.4501
C -2.9107 -1.4051 5.6667
C -1.5465 -1.5004 5.9351
C -1.1026 -2.2547 7.0081
C -2.0167 -2.9243 7.8137
C -3.3735 -2.8400 7.5410
C -3.8211 -2.0822 6.4664
C -2.2987 -0.6458 3.0292
C -1.5851 0.0964 2.0826
N -0.7352 -0.7476 1.4818
N -0.9514 -1.9590 1.9864
N -1.8799 -1.9225 2.9148
P -1.4723 1.7277 1.3200
Se -0.7487 1.4378 -0.6770
C -3.1313 2.4140 1.3440
C -4.1919 1.5673 1.0293
C -5.4704 2.0815 0.8791
C -5.6903 3.4446 1.0279
C -4.6302 4.2924 1.3285
C -3.3512 3.7816 1.4818
C -0.3866 2.7801 2.3070
C 0.8987 3.0515 1.8467
C 1.7669 3.8029 2.6261
C 1.3525 4.2849 3.8596
C 0.0677 4.0187 4.3188
C -0.8035 3.2666 3.5462
H -2.0148 0.8437 6.5358
H -2.0255 3.0824 7.5049
H -3.4463 4.8673 6.5247
H -4.8924 4.3486 4.5763
H -4.9214 2.0752 3.6331
H -0.8277 -0.9981 5.2976
H -0.0406 -2.3315 7.2107
H -1.6679 -3.5203 8.6486
H -4.0889 -3.3704 8.1570
H -4.8783 -2.0241 6.2330
H -4.0301 0.5015 0.9172
H -6.2915 1.4114 0.6542
H -6.6896 3.8474 0.9071
H -4.7977 5.3571 1.4405
H -2.5311 4.4532 1.7076
H 1.2130 2.6685 0.8823
H 2.7668 4.0072 2.2599
H 2.0330 4.8723 4.4659
H -0.2604 4.3984 5.2786
H -1.8070 3.0721 3.9071
*
```

2.
Here is a molecular structure, C63H64FGeN6S5Sr from the Open Molecules 2025 dataset. Energies are from ωB97M-V with the def2-TZVPD basis set.

Calculated values
- ⟨S²⟩: 0.756
- ΔE to the lowest compared entry with this formula, charge and spin: 32.2 kcal per mole
- HOMO energy (alpha / beta): -2.1 / -2.1 eV

ORCA input file:
```
! wB97M-V def2-TZVPD RIJCOSX def2/J DEFGRID3
* xyz -2 2
Sr 0.0481 0.6575 -0.9334
C -0.6173 -4.2742 3.4604
C 0.6091 -3.4580 3.8775
C 1.5238 -4.3103 4.7659
C 0.2298 -2.1701 4.5832
C -0.5842 -2.2357 5.7048
C -0.9301 -1.0985 6.4136
C -0.4274 0.1228 5.9898
C 0.3914 0.2399 4.8726
C 0.8545 1.6402 4.5165
C 2.3438 1.7676 4.1802
C 0.0137 2.2175 3.3734
C 0.7182 -0.9189 4.1123
N 1.3424 -0.8284 2.8912
C 2.5927 -1.2220 2.6831
C 3.5011 -1.6084 3.7142
C 4.8066 -1.9791 3.4586
C 5.3051 -2.0114 2.1622
C 4.4535 -1.6509 1.1194
C 3.1640 -1.2699 1.3814
F 2.3907 -0.9248 0.3021
H -0.3076 -5.2045 2.9759
H -1.2345 -3.7091 2.7628
H -1.2334 -4.5412 4.3223
H 1.1628 -3.1932 2.9755
H 1.0059 -4.5970 5.6851
H 2.4214 -3.7537 5.0337
H 1.8273 -5.2212 4.2421
H -0.9557 -3.1988 6.0423
H -1.5654 -1.1645 7.2899
H -0.6723 1.0197 6.5511
H 0.6698 2.2555 5.4052
H 2.5468 1.4127 3.1743
H 2.9628 1.2008 4.8796
H 2.6348 2.8200 4.2280
H 0.1695 1.6222 2.4740
H 0.3245 3.2412 3.1592
H -1.0506 2.2311 3.6247
H 3.1305 -1.5699 4.7324
H 5.4558 -2.2435 4.2875
H 6.3318 -2.2891 1.9623
H 4.7942 -1.6536 0.0907
S 2.8446 2.4555 0.0383
S 2.9925 4.3827 0.2743
S 1.1701 5.4233 -0.1501
S -0.3629 4.2218 -0.3884
N 1.4230 -2.1991 -3.5235
C 1.2768 -3.5283 -3.3087
C 1.4006 -4.4810 -4.3055
C 1.1941 -5.8408 -4.0356
C 0.8844 -6.2814 -2.7761
C 0.7668 -5.3466 -1.7232
C 0.4849 -5.7091 -0.3862
C 0.4211 -4.7451 0.5797
C 0.6057 -3.3968 0.2154
N 0.8442 -3.0227 -1.0163
C 0.9475 -3.9662 -1.9819
H 1.4582 -1.6151 -2.7058
H 1.8637 -1.8571 -4.3593
H 1.6616 -4.1621 -5.3078
H 1.2883 -6.5535 -4.8464
H 0.7339 -7.3348 -2.5706
H 0.3270 -6.7546 -0.1459
H 0.2275 -5.0038 1.6118
H 0.5588 -2.6057 0.9600
C -4.5248 3.1431 0.8738
N -4.4233 2.4920 -0.4208
C -3.9952 3.4506 -1.4304
C -3.5000 1.3683 -0.3369
C -3.4297 0.5046 -1.5818
C -4.6221 0.2410 -2.2587
C -4.6302 -0.5711 -3.3823
C -3.4397 -1.1470 -3.8058
C -2.2641 -0.8911 -3.1083
C -2.2019 -0.0511 -1.9835
H -5.2684 3.9416 0.8235
H -3.5653 3.5804 1.1986
H -4.8480 2.4197 1.6257
H -4.7190 4.2672 -1.4767
H -3.9534 2.9603 -2.4027
H -3.0032 3.8739 -1.2102
H -3.8459 0.7438 0.4967
H -2.4831 1.7287 -0.0800
H -5.5421 0.6969 -1.9040
H -5.5542 -0.7499 -3.9221
H -3.4281 -1.7857 -4.6846
H -1.3514 -1.3652 -3.4693
S -5.3477 -1.6644 3.5385
C -3.8470 -1.3184 2.6325
C -3.5531 -2.0604 1.4954
C -2.3772 -1.7792 0.8184
N -1.5271 -0.8323 1.2050
C -1.8227 -0.1244 2.2905
C -2.9679 -0.3300 3.0443
C -6.0608 -0.0284 3.4935
C -5.8732 0.8733 4.5324
C -6.4847 2.1141 4.4374
N -7.2534 2.4867 3.4177
C -7.4077 1.6176 2.4213
C -6.8361 0.3554 2.4062
H -4.2289 -2.8297 1.1481
H -2.1089 -2.3269 -0.0782
H -1.1026 0.6251 2.5910
H -3.1541 0.2670 3.9256
H -5.2668 0.6119 5.3888
H -6.3591 2.8506 5.2241
H -8.0250 1.9517 1.5945
H -6.9781 -0.3168 1.5714
C 0.0802 0.9856 -5.0359
Ge 1.3784 1.3382 -3.5220
C 3.0320 0.6182 -4.4641
C 3.9332 -0.2138 -3.7969
C 5.0506 -0.7402 -4.4334
C 5.2879 -0.4476 -5.7694
C 4.4061 0.3800 -6.4528
C 3.2972 0.9053 -5.8028
C 1.6188 3.3166 -3.8265
C 0.4970 4.0319 -4.1762
C 0.5021 5.4327 -4.3104
C 1.6456 6.1432 -4.0865
C 2.8315 5.4736 -3.7097
C 4.0242 6.1861 -3.4436
C 5.1601 5.5361 -3.0508
C 5.1565 4.1363 -2.9106
C 4.0199 3.4221 -3.1696
C 2.8190 4.0548 -3.5738
H 0.2552 1.6166 -5.9116
H -0.9451 1.1473 -4.6963
H 0.1485 -0.0595 -5.3502
H 3.7605 -0.4409 -2.7478
H 5.7374 -1.3795 -3.8894
H 6.1564 -0.8554 -6.2740
H 4.5882 0.6138 -7.4967
H 2.6202 1.5579 -6.3451
H -0.4383 3.5059 -4.3385
H -0.4142 5.9442 -4.5838
H 1.6581 7.2239 -4.1823
H 4.0150 7.2669 -3.5433
H 6.0625 6.0970 -2.8351
H 6.0505 3.6289 -2.5690
H 4.0193 2.3521 -3.0361
*
```

3.
Here is 11 unconnected molecules or ions with the total composition C64H122BF4N12O8 from the Open Molecules 2025 dataset. Energies are from ωB97M-V with the def2-TZVPD basis set.

Calculated values
- HOMO energy: -12.0 eV

ORCA input file:
```
! wB97M-V def2-TZVPD RIJCOSX def2/J DEFGRID3
* xyz 5 1
C 7.1937 -3.5566 -0.4836
C 6.9353 -4.8420 0.2566
C 5.4396 -4.9010 0.4197
C 4.7702 -6.2648 0.6732
C 5.1903 -7.0832 -0.5146
C 6.7083 -7.3736 -0.6161
N 7.4529 -5.9843 -0.5522
O 8.7842 -5.8868 -1.0491
C 6.9839 -8.0626 -1.9334
C 7.3133 -8.2805 0.4984
C 7.6556 -4.8246 1.6292
H 6.8002 -2.7156 0.0874
H 6.8316 -3.4352 -1.5045
H 8.2355 -3.2433 -0.5512
H 4.9529 -4.4774 -0.4588
H 5.2260 -4.2233 1.2462
H 3.6861 -6.1582 0.7118
H 5.0585 -6.7530 1.6041
H 4.9599 -6.5403 -1.4313
H 4.6239 -8.0145 -0.5126
H 6.3735 -8.9614 -2.0204
H 7.9777 -8.5101 -1.9474
H 6.7856 -7.5942 -2.8975
H 6.6419 -9.1389 0.5224
H 7.3833 -7.8555 1.4997
H 8.2421 -8.7326 0.1506
H 8.6880 -4.5444 1.4203
H 7.5723 -5.8079 2.0921
H 7.1289 -4.1766 2.3298
C -1.2798 -0.6540 6.9105
C -1.9811 -0.7753 8.3034
C -1.9175 0.6883 8.9355
C -3.1153 1.6267 8.5325
C -4.4366 0.8896 8.5458
C -4.5982 -0.3623 7.7229
N -3.4071 -1.3095 8.0445
O -3.5154 -2.6419 7.7220
C -4.4735 0.0100 6.2355
C -5.9005 -0.9754 8.1651
C -1.2880 -1.7249 9.3295
H -0.2205 -0.4528 7.0703
H -1.6584 0.1367 6.2626
H -1.2638 -1.4597 6.1765
H -0.9429 1.1681 8.8463
H -1.9471 0.6433 10.0242
H -2.9492 2.0255 7.5318
H -3.1700 2.4195 9.2786
H -5.2852 1.5532 8.3800
H -4.5436 0.6174 9.5958
H -4.2349 -0.8072 5.5548
H -3.6466 0.7163 6.1610
H -5.3371 0.5373 5.8302
H -6.2072 -1.7772 7.4935
H -6.7638 -0.3106 8.1935
H -5.9333 -1.4639 9.1390
H -1.3056 -2.7989 9.1445
H -1.7552 -1.6336 10.3101
H -0.3201 -1.2597 9.5159
C -6.8555 -8.4371 -0.3391
C -7.5245 -7.0945 0.1352
C -6.5889 -6.3086 1.0698
C -5.5549 -5.3949 0.3507
C -6.3289 -4.5439 -0.6309
C -7.0618 -5.3614 -1.7905
N -7.9545 -6.2927 -1.1208
O -9.0412 -6.8807 -1.7932
C -6.0049 -5.9321 -2.7837
C -8.0930 -4.3927 -2.4631
C -8.8494 -7.5468 0.8777
H -6.7214 -9.1617 0.4641
H -5.9140 -8.1320 -0.7959
H -7.4031 -8.9605 -1.1229
H -6.0260 -7.0758 1.6014
H -7.1375 -5.7671 1.8405
H -4.6592 -5.7531 -0.1568
H -5.1203 -4.8341 1.1782
H -5.7249 -3.8188 -1.1763
H -6.9809 -3.9218 -0.0176
H -6.4921 -6.5005 -3.5759
H -5.3417 -6.6903 -2.3674
H -5.5174 -5.0871 -3.2700
H -8.6694 -4.7094 -3.3324
H -7.5257 -3.5321 -2.8177
H -8.7548 -3.8888 -1.7588
H -8.7532 -7.8821 1.9103
H -9.1980 -8.4301 0.3426
H -9.6675 -6.8266 0.8837
C -8.2282 6.0290 -3.7871
C -7.4943 5.7795 -2.3927
C -7.7400 4.3012 -2.0492
C -6.8036 3.8017 -0.9162
C -5.3125 3.9697 -1.2446
C -4.9720 5.3914 -1.6582
N -6.0195 5.9708 -2.5523
O -5.7039 7.1017 -3.3116
C -3.6390 5.3582 -2.4316
C -4.8021 6.3708 -0.4481
C -8.0097 6.6407 -1.3061
H -8.2358 7.0287 -4.2214
H -9.2684 5.7452 -3.6275
H -7.8429 5.3941 -4.5849
H -7.6500 3.6261 -2.9003
H -8.7858 4.1806 -1.7666
H -6.9501 2.7705 -0.5947
H -7.0973 4.2874 0.0143
H -4.9364 3.3048 -2.0221
H -4.7310 3.7263 -0.3554
H -2.8231 4.7804 -1.9975
H -3.2434 6.3659 -2.5585
H -3.7884 5.0581 -3.4688
H -4.5156 7.4076 -0.6244
H -3.9820 6.0773 0.2072
H -5.6712 6.3546 0.2096
H -7.9745 7.6890 -1.6028
H -7.7413 6.5265 -0.2559
H -9.0963 6.5579 -1.2816
C 2.7515 6.6959 9.1916
C 1.8074 6.4139 8.0423
N 2.2704 5.3123 7.1370
C 1.5446 4.9104 6.0215
C 2.2606 4.0047 5.3067
N 3.4292 3.7558 5.9808
C 3.4184 4.4823 7.1638
C 4.4801 2.9375 5.4374
H 2.6261 7.6230 9.7509
H 3.7921 6.8161 8.8901
H 2.6523 5.8082 9.8163
H 1.6028 7.2940 7.4326
H 0.8535 6.1974 8.5232
H 0.5472 5.2627 5.8040
H 1.9295 3.5539 4.3828
H 4.1844 4.4420 7.9242
H 5.3181 3.5087 5.0380
H 4.1255 2.4498 4.5294
H 4.7004 2.3195 6.3078
C 3.1047 7.4601 -6.9321
C 2.6788 6.0261 -7.0241
N 3.4751 5.0940 -6.2961
C 3.2282 3.7278 -6.1962
C 4.1326 3.1912 -5.2809
N 4.9667 4.2217 -4.8114
C 4.5665 5.3768 -5.4995
C 6.0717 4.1573 -3.8954
H 3.3702 7.6125 -5.8859
H 2.3755 8.2089 -7.2413
H 4.0677 7.6496 -7.4063
H 2.7191 5.8220 -8.0941
H 1.6471 5.8989 -6.6961
H 2.4290 3.3064 -6.7878
H 4.2024 2.1857 -4.8932
H 4.9293 6.3671 -5.2670
H 6.5899 5.1143 -3.9564
H 6.7626 3.3622 -4.1756
H 5.7009 3.9736 -2.8870
C 1.0039 -7.2862 -6.2413
C 1.4030 -8.7798 -6.1789
N 2.3788 -9.1875 -7.2024
C 3.1469 -10.3339 -7.0616
C 4.0614 -10.3983 -8.1005
N 3.9314 -9.2093 -8.7964
C 2.9867 -8.4264 -8.2015
C 4.7820 -8.8168 -9.8981
H 0.4708 -7.1154 -5.3060
H 0.4352 -7.0404 -7.1381
H 1.9145 -6.6891 -6.1925
H 0.5362 -9.4111 -6.3745
H 1.9077 -9.1306 -5.2787
H 2.8325 -10.9729 -6.2497
H 4.7136 -11.1989 -8.4167
H 2.6115 -7.4708 -8.5369
H 5.7824 -8.5658 -9.5456
H 4.3592 -7.9667 -10.4335
H 4.8327 -9.7502 -10.4587
C 4.5583 7.9028 1.4079
C 3.7835 9.0202 1.9670
N 4.4901 9.9815 2.8833
C 3.8902 10.6036 3.9767
C 4.7863 11.5395 4.4919
N 6.0223 11.3760 3.8694
C 5.7726 10.5289 2.8033
C 7.1971 12.2588 4.0179
H 5.1668 7.2891 2.0721
H 5.2329 8.2070 0.6076
H 3.8789 7.2167 0.9021
H 2.8095 8.8073 2.4077
H 3.5559 9.6596 1.1141
H 2.8779 10.3755 4.2761
H 4.7871 12.1238 5.4002
H 6.5575 10.2293 2.1246
H 6.9786 13.0266 4.7601
H 7.5377 12.7994 3.1348
H 8.0220 11.7942 4.5579
C -3.4799 0.7865 -6.8385
C -3.4976 2.1219 -7.5075
O -4.4196 2.8840 -7.1398
O -2.5686 2.4837 -8.2714
H -2.6595 0.7042 -6.1255
H -3.3412 -0.0210 -7.5574
H -4.3772 0.5153 -6.2822
C 0.4294 -1.0850 -1.8300
C 0.9227 -0.2422 -0.6249
O 0.2192 -0.4143 0.4275
O 2.0229 0.3629 -0.6981
H 0.5636 -2.1282 -1.5439
H 1.0045 -0.9957 -2.7516
H -0.6387 -0.9590 -2.0069
B 5.3566 -3.3643 -6.6869
F 5.5501 -3.6423 -8.0270
F 5.6973 -4.4905 -5.8561
F 6.1421 -2.3176 -6.2988
F 4.0922 -2.8539 -6.4348
*
```

Molecular weight values (in g/mol) by entry order: 1297.352; 1244.810; 1274.560.
Energy values (in Ha) by entry order: -9078.97216; -6966.16623; -4192.90167.